[1]
109
Properties=species:S:1:pos:R:3:forces:R:3 method="wB97M-V/def2-TZVPD" total_charge=+1 total_energy_ev=-129818.59053 e_above_lowest_ev=0.000 e_homo_ha=-0.3872
C 3.79786 -1.51035 0.50189 -0.44 0.53 0.58
C 2.33647 -1.75883 0.91269 1.25 -0.75 -0.41
Cl 1.73312 -0.26156 1.65815 -0.30 0.04 -0.01
C 2.30841 -2.94333 1.87078 0.03 -0.14 0.17
C 1.01229 -3.17161 2.62614 0.05 1.37 -0.30
C -0.30957 -3.51477 1.85022 -1.14 -0.74 1.46
C -0.27555 -4.83536 1.04773 -0.11 0.05 0.06
C -1.60826 -5.40680 0.59937 0.44 -0.67 -0.37
F -2.35344 -4.52875 -0.16004 -0.23 0.23 0.20
C -1.08147 -2.29954 1.27469 0.82 -0.48 -0.61
C -0.71915 -1.76557 -0.10157 0.01 -0.44 0.48
O -0.76707 -0.61718 -0.31460 -0.11 1.20 -0.04
Cl -0.24677 -2.83156 -1.43698 0.00 -0.25 0.03
C -1.13118 -3.83124 3.11800 0.08 0.00 0.04
Cl -2.80797 -3.93941 3.27433 0.01 0.07 -0.19
N -0.42896 -4.01309 4.17017 -0.41 0.05 -0.01
C 1.05377 -3.95328 3.96393 -1.05 -0.69 -0.55
C 1.43833 -5.46409 4.01298 0.62 0.68 0.34
C 2.72235 -5.94258 3.35777 0.34 -0.63 -0.18
C 3.98762 -5.12468 3.65288 -0.04 -0.62 0.22
O 2.51813 -6.17408 1.96296 0.02 0.44 0.25
C 3.27918 -7.26181 1.47172 -0.23 -0.21 -0.84
C 2.62797 -8.61044 1.67548 -0.35 -0.28 0.46
C 3.26784 -9.76758 1.23033 -0.25 0.06 0.19
C 2.68462 -11.01191 1.42943 -0.13 -0.19 0.09
C 1.45154 -11.14554 2.07014 0.17 0.65 0.00
C 0.79876 -9.99378 2.49303 0.33 0.06 -0.18
C 1.38403 -8.74360 2.29319 0.07 -0.20 -0.09
P 1.52122 -2.93440 5.45911 -0.29 -0.20 1.13
O 2.98288 -2.33008 5.32522 -0.04 -0.07 -0.46
O 0.51555 -1.69174 5.28401 0.48 0.12 -0.54
S 1.17826 -3.87983 7.07690 0.22 -0.17 -0.17
H 3.82928 -0.86407 -0.36911 0.15 -0.15 -0.21
H 4.26349 -0.95250 1.31306 0.25 -0.07 0.05
H 4.34139 -2.44137 0.37017 -0.02 -0.08 -0.32
H 1.82220 -2.03052 -0.00494 -0.60 0.46 0.12
H 2.65645 -3.81978 1.32746 -0.16 -0.16 -0.07
H 3.09055 -2.74769 2.60764 0.04 -0.03 0.10
H 0.76411 -2.16974 2.99643 0.05 0.08 -0.08
H 0.17016 -5.60377 1.67762 0.13 -0.05 0.01
H 0.39649 -4.75136 0.20263 0.07 0.20 -0.08
H -2.21170 -5.78458 1.42078 -0.19 0.23 0.14
H -1.39414 -6.27559 -0.02300 0.02 -0.03 -0.11
H -0.94746 -1.46098 1.95343 0.08 0.20 -0.06
H -2.15014 -2.49459 1.24394 -0.06 -0.26 -0.19
H -0.87957 -4.22348 5.06120 0.37 -0.07 0.18
H 1.51716 -5.73350 5.06668 -0.04 0.10 0.13
H 0.57738 -6.01253 3.64866 0.10 -0.24 -0.26
H 2.91467 -6.92506 3.79471 -0.24 -0.09 0.18
H 4.80569 -5.81960 3.82435 0.15 0.00 -0.01
H 3.87018 -4.58553 4.59015 0.11 0.29 -0.06
H 4.29658 -4.49681 2.82631 -0.17 0.28 0.01
H 4.30763 -7.25090 1.83713 0.02 0.03 0.24
H 3.34364 -7.11392 0.39307 0.09 0.18 -0.07
H 4.22350 -9.69147 0.72836 0.08 -0.05 0.00
H 3.19881 -11.90326 1.09741 0.06 0.01 -0.06
H 1.00610 -12.11050 2.25249 0.05 -0.14 -0.09
H -0.16209 -10.05048 2.98345 -0.06 -0.07 0.03
H 0.84202 -7.87073 2.62556 0.05 0.13 0.00
H 3.20374 -2.00231 4.43927 0.11 0.13 0.08
H 0.96923 -0.85805 5.47505 -0.23 0.15 0.03
C -1.87048 1.44555 -3.67436 0.11 0.07 0.02
C -1.02674 0.77394 -2.79501 -0.09 0.30 -0.40
C 0.15877 1.35991 -2.38867 -0.07 -0.18 0.02
C 0.51346 2.61380 -2.86225 0.00 0.11 -0.09
C -0.32328 3.28077 -3.75975 0.07 -0.02 0.07
C -1.51999 2.69712 -4.15586 -0.12 -0.11 0.00
C 0.05881 4.60793 -4.31441 -0.14 0.11 -0.11
O -0.67168 5.19122 -5.08906 0.21 -0.24 0.01
C 1.36091 5.19793 -3.89691 0.03 -0.10 0.06
C 1.76193 6.41111 -4.44132 0.06 0.11 -0.01
C 2.96298 6.98056 -4.05433 0.02 -0.02 0.04
C 3.76651 6.34408 -3.11469 -0.04 0.00 -0.03
C 3.37501 5.13202 -2.57194 0.11 0.09 0.00
C 2.17690 4.55011 -2.96567 -0.10 -0.01 -0.05
C 1.78620 3.23145 -2.39552 0.14 -0.08 0.14
O 2.48605 2.67055 -1.57517 -0.01 0.00 -0.04
H -2.80129 0.99026 -3.98647 0.00 0.00 -0.01
H -1.29590 -0.20210 -2.43886 -0.05 -0.11 -0.01
H 0.81587 0.84437 -1.70316 0.05 0.09 0.04
H -2.16999 3.22294 -4.84174 0.07 0.08 -0.01
H 1.13405 6.90559 -5.16971 -0.07 -0.07 0.01
H 3.27490 7.92343 -4.48326 0.00 0.01 0.00
H 4.70144 6.79436 -2.80892 0.00 0.00 0.00
H 3.99849 4.63196 -1.84401 -0.06 -0.08 0.00
C -6.66838 9.66508 0.45240 0.05 -0.01 0.01
C -5.41247 9.70090 1.04948 -0.03 -0.01 -0.04
C -4.28374 9.38388 0.31331 -0.04 0.04 0.14
C -4.40602 9.01909 -1.02155 -0.07 -0.03 -0.08
C -5.66887 8.96233 -1.61465 0.11 -0.01 -0.01
C -6.79667 9.29617 -0.87572 -0.09 0.03 0.11
C -5.83017 8.53029 -3.03281 -0.18 0.00 -0.10
O -6.92791 8.48548 -3.54754 0.02 -0.01 0.02
C -4.60892 8.14863 -3.79372 0.07 0.01 0.10
C -4.73754 7.69128 -5.09901 0.03 -0.08 -0.14
C -3.61003 7.34412 -5.82483 0.02 0.04 0.08
C -2.34707 7.46020 -5.25407 -0.21 0.23 -0.05
C -2.21425 7.91089 -3.95190 0.09 -0.05 -0.11
C -3.34117 8.24784 -3.21405 -0.11 0.01 0.02
C -3.17840 8.69851 -1.80394 0.19 0.02 0.08
O -2.07750 8.79768 -1.30190 -0.03 -0.03 0.00
H -7.54838 9.92182 1.02728 0.00 0.00 0.00
H -5.31588 9.97923 2.09066 0.00 0.01 0.00
H -3.30462 9.41575 0.77082 0.05 -0.01 -0.10
H -7.77085 9.26236 -1.34347 0.04 -0.04 -0.09
H -5.72085 7.60580 -5.54067 -0.05 0.06 0.08
H -3.71311 6.98219 -6.83940 0.00 0.01 -0.01
H -1.47177 7.19652 -5.82254 0.02 -0.01 -0.04
H -1.23452 7.99814 -3.50117 -0.04 0.02 0.09

[2]
106
Properties=species:S:1:pos:R:3:forces:R:3 method="wB97M-V/def2-TZVPD" total_charge=0 total_energy_ev=-142231.87664 e_above_lowest_ev=0.159 e_homo_ha=-0.2985
Bi 9.63574 6.58791 21.17190 0.20 0.18 -0.64
C 15.16471 5.14673 25.66872 0.82 -0.49 0.28
O 14.94810 6.52702 25.72065 0.74 -0.02 0.60
C 13.92336 7.04451 25.05302 -0.07 0.54 0.03
C 13.91450 8.45356 25.10505 -1.09 -1.19 -0.54
C 12.91491 9.04031 24.39335 1.00 3.83 0.55
C 11.95309 8.43853 23.56901 0.26 -0.55 0.73
C 10.94837 9.18336 22.89968 -0.38 1.10 -0.01
C 10.72395 10.68665 23.22383 -3.00 -1.47 -0.71
O 10.22172 8.70683 22.01066 -0.04 0.29 0.09
C 11.97215 7.03545 23.56898 -0.34 -1.62 -0.62
O 11.14334 6.27446 22.86889 1.06 0.62 0.82
C 12.95725 6.36429 24.36939 -0.68 0.18 -0.96
H 16.15391 4.90396 26.12311 -1.15 0.32 0.53
H 15.35105 4.83867 24.67442 -0.19 -0.28 -1.56
H 14.28597 4.60896 26.01104 0.26 -0.31 0.53
H 14.66837 8.87298 25.73814 0.06 0.79 -0.05
H 12.95466 10.18016 24.42736 -0.38 -1.54 -0.11
H 10.37352 10.90230 24.25497 0.83 -0.28 -0.46
H 9.83862 10.96483 22.56791 1.18 -0.18 0.62
H 11.56768 11.21364 22.89555 1.21 1.07 -0.06
H 12.94216 5.30847 24.24689 0.27 -0.61 0.25
O 9.46097 7.99273 18.35767 -0.18 0.27 -0.19
C 8.80426 8.64266 19.16631 -0.17 0.52 1.38
O 8.26306 8.12415 20.23905 0.01 0.73 -0.79
C 8.69090 10.18112 19.08747 0.64 -1.99 -1.00
C 9.56051 10.81010 18.23929 2.83 -0.39 -2.28
C 9.59926 12.17329 18.06361 -0.43 0.51 0.53
C 8.72307 12.96178 18.79344 -0.64 0.04 0.69
C 7.83687 12.36026 19.69541 0.55 -0.68 -0.70
C 7.82447 10.93688 19.79850 -0.93 2.39 1.19
H 10.36553 10.25063 17.64865 -1.54 0.35 1.04
H 10.31917 12.65441 17.42670 0.19 -0.11 -0.28
H 8.72068 14.04822 18.71303 0.10 -0.22 -0.08
H 7.20697 13.03496 20.27498 -0.09 -0.59 0.02
H 7.17491 10.48538 20.51350 -0.42 -0.38 0.32
N 4.34197 5.48096 26.24216 -0.37 0.11 0.17
C 5.14604 5.78084 25.48073 -0.13 -0.75 0.97
C 6.20684 6.02603 24.57659 -0.33 -0.35 0.68
C 5.83325 6.59441 23.40303 0.44 1.55 -2.06
C 6.84267 6.89567 22.43853 -1.87 -1.57 1.92
C 8.13161 6.59043 22.77542 1.17 -0.35 -0.62
C 8.51334 6.02879 23.99828 -2.15 -0.39 0.27
C 7.51444 5.65851 24.88702 0.74 0.70 0.64
H 4.78022 6.87605 23.22709 0.67 -0.35 0.06
H 6.49188 7.09508 21.46007 0.25 0.79 -0.79
H 9.50292 5.77244 24.24883 1.15 -0.04 -0.04
H 7.76665 5.23013 25.87244 -0.29 0.09 -0.74
C 10.20275 2.82014 22.99102 -1.23 0.88 -0.03
C 11.62398 3.14408 23.31720 -0.28 -0.08 -0.02
As 12.18488 2.60120 25.11967 -0.73 -0.04 0.51
C 10.45780 2.90729 26.10214 0.99 0.23 1.03
C 10.36681 3.94932 27.04511 0.29 0.40 -0.90
C 9.18795 4.19444 27.78325 0.63 -0.64 -0.62
C 8.16436 3.29223 27.69989 -0.78 -1.82 -1.23
C 8.29916 2.18774 26.77858 -1.76 0.52 2.79
C 9.41428 1.98425 26.05489 0.49 0.29 -1.93
C 12.11219 0.64607 24.85224 0.40 0.63 -0.47
C 12.83816 0.12271 23.77935 -0.73 -0.67 1.03
C 13.00833 -1.24581 23.61789 0.64 0.56 -0.26
C 12.51849 -2.10902 24.55441 -0.80 0.05 0.64
C 11.80727 -1.56718 25.64118 -0.38 -2.74 0.08
C 11.57452 -0.22715 25.78589 0.03 0.27 0.20
P 9.61286 3.35799 21.31556 0.78 0.42 0.59
C 8.06842 2.42273 21.22854 -0.21 -0.10 -0.76
C 7.70409 1.76061 20.05500 -0.50 -0.42 -0.34
C 6.43292 1.17769 19.87785 1.17 0.63 1.54
C 5.61174 1.25419 20.99621 -2.33 -1.47 -0.94
C 5.95835 1.84224 22.20179 -0.53 0.38 -0.80
C 7.16385 2.49795 22.27886 0.15 -0.35 0.37
C 10.77494 2.52831 20.20064 -0.12 -1.12 0.01
C 11.17101 1.18799 20.36870 -1.42 -0.46 2.69
C 11.91247 0.50014 19.45875 -0.34 -1.45 -0.94
C 12.26662 1.11130 18.23201 -1.21 0.28 2.51
C 11.94191 2.41796 18.05965 -0.71 1.12 1.98
C 11.20019 3.13011 19.06332 0.70 1.10 -1.92
H 9.54278 3.43442 23.62487 0.15 -0.35 0.13
H 9.93264 1.79483 23.15630 -0.08 -0.70 0.06
H 11.70046 4.23094 23.25296 0.54 -0.23 -0.31
H 12.25497 2.58844 22.62775 0.47 0.43 -0.12
H 11.20414 4.66297 27.11541 -0.43 -0.36 0.06
H 9.07519 5.07060 28.37182 0.19 0.59 0.58
H 7.20719 3.35014 28.24945 0.79 0.28 -0.24
H 7.52715 1.41508 26.82885 0.04 0.36 -0.40
H 9.41225 1.21968 25.27537 0.13 -0.09 0.51
H 13.28987 0.73090 23.05823 0.55 1.09 -0.89
H 13.62535 -1.57214 22.79631 -0.10 -0.26 -0.24
H 12.59566 -3.18553 24.42441 0.13 0.19 0.20
H 11.38647 -2.35708 26.31509 0.26 1.20 -0.27
H 10.97418 0.15129 26.60325 0.16 -0.12 0.09
H 8.44411 1.66954 19.28829 0.28 0.06 -0.53
H 6.13110 0.61853 18.99855 0.15 0.27 0.03
H 4.59520 0.77277 20.86702 1.17 0.64 0.49
H 5.21333 1.90418 22.98293 0.18 -0.10 0.19
H 7.41351 2.99097 23.19399 0.20 0.42 0.41
H 10.75236 0.68751 21.31490 0.92 0.42 -1.54
H 12.01654 -0.60549 19.57993 0.27 1.11 0.01
H 12.66960 0.53535 17.48518 1.26 -1.11 -1.66
H 12.31089 2.97619 17.25544 0.18 0.58 -1.36
H 10.92998 4.18764 18.87597 0.19 -0.74 0.01
N 8.37195 5.12380 18.26347 -1.16 0.66 0.05
N 7.48643 5.53277 19.36597 0.74 -1.04 0.43
H 7.75418 4.86699 17.49954 -0.05 -0.50 -0.18
H 8.72271 6.00867 17.90689 0.68 0.22 0.34
H 6.95335 4.69295 19.63590 0.18 0.79 -0.17
H 6.89772 6.33479 19.14626 -0.01 -0.38 -0.11